8 unconnected molecules or ions with the total composition C4H26NO8S at a distorted geometry, computed with ωB97M-V/def2-TZVPD.

Each line ends with the Mulliken charge.
CARTESIAN COORDINATES (ANGSTROEM)
C  0.41  2.56  -0.20  -0.79
O  1.73  2.39  -0.57  -0.56
C  -0.48  1.52  -1.12  0.40
C  -1.90  1.27  -0.68  -1.02
C  -2.83  0.83  -1.75  -0.70
S  -2.75  -1.04  -1.86  -0.28
N  0.35  0.19  -1.05  -0.28
H  -0.04  3.61  -0.28  0.38
H  0.51  2.35  0.80  0.24
H  1.98  2.98  -1.37  0.34
H  -0.49  1.94  -2.20  0.29
H  -2.28  2.20  -0.27  0.45
H  -1.98  0.74  0.22  0.42
H  -2.70  1.28  -2.79  0.36
H  -3.83  1.10  -1.54  0.41
H  -3.67  -1.48  -2.83  0.16
H  1.47  0.29  -1.28  0.45
H  0.32  -0.25  -0.06  0.22
H  0.08  -0.61  -1.59  0.45
H  4.66  2.34  -2.93  0.32
H  3.77  2.44  -1.61  0.28
O  4.14  1.95  -2.20  -0.54
H  0.29  -4.68  0.37  0.29
H  1.41  -3.71  0.85  0.33
O  0.55  -3.78  0.46  -0.62
H  -1.38  -1.37  4.31  0.29
H  -2.90  -1.03  3.85  0.29
O  -2.01  -0.71  4.12  -0.61
H  -0.16  1.70  3.75  0.35
H  1.45  1.61  3.93  0.32
O  0.71  1.82  3.36  -0.69
H  0.56  0.87  2.21  0.39
H  0.46  -0.74  1.98  0.23
O  0.61  0.05  1.58  -0.60
H  -0.84  -3.04  2.07  0.26
H  -2.11  -2.36  1.66  0.26
O  -1.51  -2.48  2.41  -0.50
H  4.41  -1.32  -2.39  0.33
H  4.53  -2.96  -2.57  0.33
O  4.12  -2.22  -1.99  -0.66

E_LUMO = -0.085 Ha
Charge = +1
Highest occupied orbital energy = -0.44869 hartree
Energy = -33266.856 eV
Relative energy (zero: lowest compared OMol25 entry of this formula, charge and spin) = 0.0 kcal/mol
HOMO-LUMO gap = 9.8862 eV
Largest force on an atom = 10.22 eV/A